# 1
ORCA calculation (the ωB97M-V functional and the def2-TZVPD basis) on a molecular structure, C16H15CuN5O5S2.

Output
Expectation value of S²: 0.75
Orbital gap (alpha / beta) in hartree: 0.312 / 0.280
Energy relative to the best compared isomer or geometry (same formula, charge and spin) in kcal/mol: 5.6
Lowest unoccupied orbital energy (alpha / beta) in eV: 0.010 / -0.842

Geometry as ORCA input:
```
! RIJCOSX wB97M-V def2-TZVPD def2/J DEFGRID3
* xyz 0 2
O -1.659 5.562 -3.807
O 0.081 -1.765 2.332
N 2.067 -3.305 -1.141
O -0.666 0.379 -0.484
C -3.924 3.846 -0.862
Cu -0.056 -1.056 0.556
C 3.922 -0.121 -0.450
C -2.314 -4.902 3.315
C 4.532 2.125 -1.385
H -2.754 -5.030 1.218
H 5.907 0.597 -0.700
C -3.445 2.694 -0.255
O -0.100 4.103 -3.563
N 1.996 -1.192 -0.127
C -2.210 -4.521 2.001
C 4.927 0.991 -0.433
H -1.658 -4.459 5.338
H 4.489 1.773 -2.418
N -0.718 -2.799 2.600
H -0.227 -2.548 4.572
C -1.395 -3.445 1.615
H 2.429 -3.817 -1.923
H -0.552 2.321 -1.972
H 4.990 1.365 0.589
H -4.869 4.272 -0.552
C -1.492 2.746 -1.656
O -2.294 0.486 1.047
C -3.191 4.461 -1.863
H 1.098 -3.457 -0.883
S 4.194 -1.622 -1.312
C -1.599 -4.202 4.290
C -2.235 2.140 -0.651
H 3.550 2.516 -1.119
C 2.598 -2.095 -0.844
H -3.997 2.203 0.537
N 2.768 -0.070 0.104
N -1.198 4.554 -3.306
H -2.949 -5.735 3.594
S -1.237 -2.929 -0.024
C -0.813 -3.157 3.901
H -3.533 5.360 -2.352
C -1.735 0.899 0.039
C -1.986 3.896 -2.239
H 5.258 2.936 -1.332
*
```

Atom charges from the Mulliken analysis, given in e for atoms 1 to 4: O -0.6261; O -0.6492; N -0.3976; O -0.8370

# 2
ORCA calculation (the ωB97M-V functional and the def2-TZVPD basis) on C16H15F4NO3 in the gas phase.

Output
Orbital gap in hartree: 0.347
SMILES: O=C(NCc1ccco1)c1ccc(COCC(F)(F)C(F)F)cc1
Energy relative to the best compared isomer or geometry (same formula, charge and spin) in kcal/mol: 0.0
Lowest unoccupied orbital energy in eV: 0.627

Geometry as ORCA input:
```
! RIJCOSX wB97M-V def2-TZVPD def2/J DEFGRID3
* xyz 0 1
N 1.724 -1.691 -1.467
H -2.699 1.279 0.769
C 0.025 2.573 -0.240
H -1.428 3.964 1.432
C 0.810 0.069 0.660
F -6.064 1.833 1.010
C 3.118 -3.674 -1.344
O -2.285 2.379 2.481
H 1.063 2.063 -2.047
C 0.771 1.746 -1.058
H -0.287 3.544 -0.593
H 1.136 -0.891 1.035
O 4.237 -3.326 -0.674
C 3.724 -5.407 -0.085
O 2.767 0.113 -2.334
C 4.595 -4.376 0.080
C 0.081 0.905 1.483
F -4.390 3.963 1.650
C -0.323 2.160 1.040
C -3.189 1.889 1.543
C 2.756 -4.948 -1.011
H 1.031 -2.038 -0.824
H -0.186 0.590 2.482
C -1.140 3.041 1.949
H -5.802 3.187 -0.435
H 3.761 -6.367 0.386
H -0.562 3.310 2.838
C 1.970 -0.361 -1.550
H 5.477 -4.271 0.680
C 1.156 0.482 -0.624
C -5.248 2.407 0.109
H 1.913 -5.493 -1.385
H 3.228 -2.098 -2.786
F -3.253 3.599 -0.150
F -4.880 1.443 -0.758
H -3.897 1.275 2.107
C -3.995 2.978 0.810
C 2.473 -2.667 -2.236
H 1.811 -3.180 -2.942
*
```

Atom charges from the Mulliken analysis, given in e for atoms 1 to 4: N -0.1746; H 0.3800; C -0.4951; H 0.3919

# 3
ORCA calculation (the ωB97M-V functional and the def2-TZVPD basis) on a molecular structure, C16H15HfN4OS3 in a non-equilibrium geometry.

Output
Orbital gap in hartree: 0.219
Lowest unoccupied orbital energy in eV: -5.458

Geometry as ORCA input:
```
! RIJCOSX wB97M-V def2-TZVPD def2/J DEFGRID3
* xyz 1 1
C 2.915 -3.847 0.339
Hf 1.640 1.387 -0.286
H -2.502 -1.271 -1.730
H -0.075 -5.417 0.733
H -3.696 -2.383 -1.121
C 0.620 -4.614 0.588
H -0.823 -2.962 0.439
H -2.717 2.331 -0.899
N 6.562 3.755 0.301
H -4.185 -0.706 -1.672
H 3.122 -1.816 -0.333
C 1.990 -4.874 0.641
C 0.207 -3.296 0.472
S -0.324 2.043 0.840
N -0.547 -0.610 0.159
H -4.346 2.161 1.690
S 3.715 1.682 1.060
S 2.214 3.053 -1.954
N 3.617 6.334 -0.768
C -3.407 -1.317 -1.120
H 2.390 -5.864 0.846
H -2.870 3.248 1.310
N -2.533 0.586 0.249
H -4.137 1.347 -0.744
C -3.770 2.683 0.930
C 1.137 -2.282 0.131
C 4.176 2.952 -0.081
C -3.234 -0.713 0.277
C 2.481 -2.592 0.043
C 3.334 3.747 -0.872
C 0.669 -0.968 -0.205
C 3.465 5.164 -0.836
C 5.465 3.400 0.140
H 4.006 -4.052 0.281
H -4.226 -0.456 0.670
C -3.328 1.797 -0.171
H -2.737 -1.344 0.988
O 1.363 -0.326 -1.197
C -1.169 0.563 0.275
H -4.460 3.476 0.588
*
```

Atom charges from the Mulliken analysis, given in e for atoms 1 to 4: C -0.5729; Hf 0.9313; H 0.2775; H 0.4190

# 4
ORCA calculation (the ωB97M-V functional and the def2-TZVPD basis) on a molecular structure, C16H15MoN3OS3Te in a non-equilibrium geometry.

Output
Expectation value of S²: 0.78
Orbital gap (alpha / beta) in hartree: 0.207 / 0.219
Energy relative to the best compared isomer or geometry (same formula, charge and spin) in kcal/mol: 47.7
Lowest unoccupied orbital energy (alpha / beta) in eV: -4.965 / -4.718

Geometry as ORCA input:
```
! RIJCOSX wB97M-V def2-TZVPD def2/J DEFGRID3
* xyz 1 2
C -2.789 0.997 -1.878
H -3.954 4.185 -2.741
N -0.051 -4.081 -1.293
H -2.794 1.060 1.442
H 2.634 1.517 0.657
C 0.973 1.805 1.970
Mo -1.062 -1.664 0.180
H -1.231 -5.604 -2.019
H 2.841 4.920 3.243
H 0.643 4.324 4.192
O -1.106 -3.441 -0.838
C 1.075 3.720 3.407
C -0.210 -5.276 -1.896
N 0.400 0.587 1.550
H -1.531 2.215 1.376
S 1.233 -1.980 -0.383
C -3.422 3.305 -2.441
C 2.867 3.277 1.869
H 3.818 3.546 1.438
H 3.031 -6.063 -2.382
S -1.490 -1.168 2.388
H 1.052 -0.194 1.524
H -0.544 2.313 3.415
C 2.206 2.150 1.422
C -0.922 0.243 1.419
S -4.228 1.794 -2.414
H -1.445 4.035 -2.027
C 1.179 -3.535 -1.125
H -0.753 1.587 -1.448
Te -2.770 -1.104 -1.733
C 2.307 -4.237 -1.542
C -1.749 1.877 -1.750
C 2.308 4.059 2.870
C 0.393 2.601 2.957
C 0.878 -6.002 -2.301
N -1.828 1.261 1.223
H 3.272 -3.778 -1.399
H 0.726 -6.964 -2.760
C 2.164 -5.486 -2.105
C -2.118 3.199 -2.066
*
```

Atom charges from the Mulliken analysis, given in e for atoms 1 to 4: C -0.0619; H 0.3997; N 0.5638; H 0.2438

# 5
ORCA calculation (the ωB97M-V functional and the def2-TZVPD basis) on 2 unconnected molecules or ions with the total composition C16H15N2 in a non-equilibrium geometry.

Output
Orbital gap in hartree: 0.217
Energy relative to the best compared isomer or geometry (same formula, charge and spin) in kcal/mol: 72.6
Lowest unoccupied orbital energy in eV: -5.670

Geometry as ORCA input:
```
! RIJCOSX wB97M-V def2-TZVPD def2/J DEFGRID3
* xyz 1 1
C 0.966 1.005 2.392
C -5.201 0.596 2.175
H 3.315 2.249 2.031
H 0.938 2.099 2.378
H 5.574 1.202 2.054
C -5.330 -0.804 2.179
C -3.942 1.185 2.175
H -2.024 -1.658 2.168
H 0.544 2.198 5.286
H -6.320 -1.262 2.179
C -4.178 -1.603 2.185
H -4.272 -2.690 2.186
H -1.437 2.104 2.164
H 5.805 -1.275 2.268
H -6.093 1.225 2.170
H 1.507 -1.669 2.352
C 2.397 -1.037 2.321
N 3.666 2.663 5.426
C -2.911 -1.024 2.184
C -0.256 0.336 2.347
C 2.247 0.378 2.271
H -0.266 -0.754 2.431
C 3.665 -1.615 2.331
N 2.630 2.157 5.332
C 3.427 1.167 2.141
H 3.759 -2.699 2.407
H 1.368 0.496 5.316
C 4.815 -0.817 2.253
C -1.468 1.013 2.235
C 1.444 1.581 5.169
C -2.755 0.392 2.190
H -3.833 2.273 2.162
C 4.684 0.577 2.136
*
```

Atom charges from the Mulliken analysis, given in e for atoms 1 to 4: C -0.4503; C -0.5705; H 0.3833; H 0.3506

# 6
ORCA calculation (the ωB97M-V functional and the def2-TZVPD basis) on C16H15N3O in the gas phase in a non-equilibrium geometry.

Output
Orbital gap in hartree: 0.295
SMILES: CCc1ccc(NC(=O)c2cnn3ccccc23)cc1
Energy relative to the best compared isomer or geometry (same formula, charge and spin) in kcal/mol: 238.7
Lowest unoccupied orbital energy in eV: -0.023

Geometry as ORCA input:
```
! RIJCOSX wB97M-V def2-TZVPD def2/J DEFGRID3
* xyz 0 1
H 3.397 1.492 -0.604
C -0.334 -3.150 -0.425
H 2.429 3.657 -0.713
H 0.124 -4.488 1.296
C -0.082 2.105 0.610
C 0.091 5.274 1.245
C 0.398 3.225 0.035
C -0.244 -1.224 -1.361
C -2.636 -4.715 -0.358
C 0.168 -2.027 -0.373
C -2.564 -3.657 -1.427
H -3.352 -3.347 -2.007
O 2.137 -2.806 0.939
N 2.226 -0.716 0.515
C 1.657 3.018 -0.214
C 1.643 0.635 0.224
H -0.290 4.644 1.998
H -1.151 2.358 0.767
C 1.627 -1.901 0.236
H 3.238 -0.724 0.754
C 0.214 0.818 0.662
C 2.408 1.652 -0.308
N -1.214 -1.915 -1.943
N -1.526 -2.864 -1.061
H 0.158 -0.406 -1.812
H 0.263 5.109 -1.009
H -1.226 4.512 -0.325
C -0.649 -4.186 0.771
H -0.470 0.080 0.953
H -3.401 -5.546 -0.650
H -0.340 6.177 1.059
H -1.996 -5.908 0.994
C -0.224 4.554 -0.317
H 1.158 5.368 1.333
C -1.636 -5.099 0.518
*
```

Atom charges from the Mulliken analysis, given in e for atoms 1 to 4: H 0.4952; C 0.2217; H 0.2570; H 0.5281

# 7
ORCA calculation (the ωB97M-V functional and the def2-TZVPD basis) on C16H15N5O5 in the gas phase in a non-equilibrium geometry.

Output
Orbital gap in hartree: 0.325
SMILES: COC(=O)C1=C(C(C)=O)[C@@H](c2ccc(C(=O)OC)cc2)n2nnnc2N1
Energy relative to the best compared isomer or geometry (same formula, charge and spin) in kcal/mol: 0.0
Lowest unoccupied orbital energy in eV: -0.271

Geometry as ORCA input:
```
! RIJCOSX wB97M-V def2-TZVPD def2/J DEFGRID3
* xyz 0 1
N -3.514 0.539 2.526
C -0.127 1.362 -0.128
C -0.226 1.307 1.385
O -0.543 0.566 -5.004
H -1.374 -0.360 -0.411
N -2.506 2.258 1.708
H 0.672 -4.800 3.356
H 0.553 0.442 -6.756
H 3.652 -0.502 0.713
C -0.228 -0.966 2.441
H 0.246 2.203 1.813
H -0.490 -4.668 4.712
C 2.570 -0.511 0.629
C 0.718 2.378 -2.130
C 0.053 1.426 -2.899
C 0.458 0.062 1.910
O 1.683 -2.313 2.853
H 2.216 -1.531 0.507
O 0.859 2.314 -4.956
H -0.844 1.535 -6.808
H -1.106 -0.236 -6.765
H 2.263 0.066 -0.242
C -0.705 0.440 -2.273
H 1.298 3.136 -2.634
C -2.262 0.199 2.316
N -3.604 1.810 2.136
N -1.615 -0.972 2.538
H 1.112 -3.868 4.801
C 1.965 0.102 1.859
O -0.325 -3.001 3.589
C 0.496 -2.148 2.968
N -1.605 1.267 1.798
C 0.180 1.503 -4.377
O 2.586 0.685 2.706
C 0.626 2.348 -0.753
H 1.139 3.089 -0.158
H -1.221 -0.295 -2.869
H -2.072 -1.698 3.066
C 0.287 -4.158 4.149
C -0.478 0.582 -6.422
C -0.788 0.409 -0.895
*
```

Atom charges from the Mulliken analysis, given in e for atoms 1 to 4: N -0.5158; C 0.2990; C -0.3271; O -0.3003

# 8
ORCA calculation (the ωB97M-V functional and the def2-TZVPD basis) on a molecular structure, C16H15N5OS in a non-equilibrium geometry.

Output
Orbital gap in hartree: 0.297
Energy relative to the best compared isomer or geometry (same formula, charge and spin) in kcal/mol: 320.1
Lowest unoccupied orbital energy in eV: 0.351

Geometry as ORCA input:
```
! RIJCOSX wB97M-V def2-TZVPD def2/J DEFGRID3
* xyz 0 1
C -0.682 -0.434 -1.463
C -0.109 -1.686 -1.156
H -0.285 -2.130 -0.118
H -0.964 0.989 -3.265
H 3.068 -4.481 3.372
H 0.356 -3.687 -1.920
C -0.512 2.093 -0.567
S -0.881 -2.442 2.673
H -2.125 -0.292 3.137
C 0.037 4.648 -0.802
C 0.808 3.710 -1.468
H 1.896 -0.743 2.469
C -0.381 -0.998 -3.784
H 0.230 5.864 -0.718
C 0.117 -2.247 -3.643
C 0.433 2.455 -1.402
H -0.502 -0.331 3.919
N 1.733 -1.879 2.584
C 0.009 -2.678 -2.150
C 0.909 -2.666 2.928
H -2.203 -0.273 0.869
C -0.969 -0.631 2.805
H -1.809 4.847 0.441
C -1.300 4.179 0.145
H -2.144 2.519 0.625
C -1.478 2.850 0.137
H 1.070 1.516 -2.040
C -0.484 0.223 1.616
H 0.177 -3.110 -4.218
H 1.672 3.975 -2.068
N 2.946 -2.384 3.008
N 1.257 -3.876 3.113
C -0.704 0.069 -2.793
N -0.949 0.635 -0.605
H -0.117 -0.787 -5.061
N -1.323 0.164 0.495
C 2.634 -3.577 3.279
O 0.570 0.595 1.628
*
```

Atom charges from the Mulliken analysis, given in e for atoms 1 to 4: C 0.7149; C -0.2159; H -0.0445; H 0.4784